64
Properties=species:S:1:pos:R:3 method="wB97M-V/def2-TZVPD" de_lowest_kcal_mol=51.8 charge=+1 gap_ev="6.80 / 6.70" mol_weight_da=680.7 homo_ha="-0.3736 / -0.3741" total_energy_ev=-55631.4950
Pt -0.8778 -1.0018 -0.4911
C -5.2756 0.2128 -1.4001
N -4.2357 1.1660 -1.7285
C -4.6787 2.5349 -1.8251
C -2.9727 0.7569 -1.8015
O -2.6788 -0.4463 -1.7688
C -1.8740 1.8111 -1.9652
O -0.6693 1.1300 -1.7240
C 0.5290 1.7953 -2.0180
C 1.6562 0.8253 -1.6432
O 1.4095 -0.2690 -1.1452
N 2.9076 1.2134 -1.8896
C 3.9970 0.3246 -1.5400
C 3.3077 2.5022 -2.3956
H -6.0088 0.1582 -2.2065
H -5.7750 0.5275 -0.4824
H -4.8215 -0.7639 -1.2513
H -5.6518 2.5460 -2.3158
H -3.9947 3.1387 -2.4132
H -4.7909 2.9778 -0.8324
H -2.0230 2.6181 -1.2359
H -1.8937 2.2184 -2.9882
H 0.6362 2.7157 -1.4260
H 0.5755 2.0332 -3.0915
H 3.5767 -0.6411 -1.2689
H 4.5600 0.7243 -0.6944
H 4.6632 0.2085 -2.3960
H 2.5065 2.9838 -2.9437
H 4.1510 2.3651 -3.0709
H 3.6216 3.1546 -1.5785
C 3.9745 3.7639 1.8671
C 2.8410 2.7883 1.8789
C 2.9889 1.5159 2.4239
C 1.9142 0.6432 2.4865
C 0.6870 1.0467 1.9968
C 0.5269 2.2961 1.4282
C 1.6035 3.1591 1.3608
S -0.7413 -0.0041 2.1932
O -1.0468 -0.1429 3.5858
O -1.7929 0.5231 1.3303
N -0.2599 -1.4036 1.4880
C -0.4727 -2.6659 1.9181
C -0.5286 -3.0677 3.2482
C -0.6475 -4.4208 3.5614
C -0.6983 -5.3910 2.5871
C -0.6703 -5.0310 1.2243
C -0.7031 -5.9488 0.1536
C -0.6652 -5.4880 -1.1370
C -0.6809 -4.1061 -1.3693
N -0.6595 -3.2311 -0.3919
C -0.5957 -3.6555 0.8876
H 4.8574 3.3469 2.3395
H 3.6920 4.6720 2.3972
H 4.2290 4.0499 0.8486
H 3.9475 1.2153 2.8184
H 2.0108 -0.3401 2.9183
H -0.4522 2.5717 1.0683
H 1.4847 4.1434 0.9283
H -0.4720 -2.3240 4.0289
H -0.6732 -4.7102 4.6013
H -0.7529 -6.4362 2.8526
H -0.7570 -7.0079 0.3561
H -0.6477 -6.1685 -1.9737
H -0.7128 -3.7118 -2.3740


68
Properties=species:S:1:pos:R:3 method="wB97M-V/def2-TZVPD" de_lowest_kcal_mol=53.9 charge=+3 gap_ev=5.60 mol_weight_da=1220.8 homo_ha=-0.5939 total_energy_ev=-467888.4280
Ta 0.2957 -0.7634 -0.1574
Se 0.7532 1.2255 -2.0591
Se 2.2195 1.4891 -0.1824
C 3.3429 -0.0364 -0.5100
C 4.7163 0.0743 -0.5207
C 5.4628 -1.0907 -0.6663
C 4.7962 -2.2975 -0.8263
C 3.4133 -2.3095 -0.8298
N 2.6810 -1.1989 -0.6495
C -0.5429 2.3852 -1.1693
C -0.9451 3.5689 -1.7469
C -1.8003 4.3652 -0.9889
C -2.1726 3.9393 0.2757
C -1.7103 2.7133 0.7408
N -0.9029 1.9315 0.0222
H 5.1814 1.0454 -0.4136
H 6.5442 -1.0456 -0.6710
H 5.3403 -3.2238 -0.9467
H 2.8702 -3.2318 -0.9841
H -0.6102 3.8621 -2.7328
H -2.1631 5.3045 -1.3845
H -2.8115 4.5464 0.9018
H -1.9879 2.3425 1.7203
Br -3.2556 0.4864 5.6520
C -2.7780 0.0404 3.8973
C -3.7733 -0.2778 2.9514
Br -5.5783 -0.3218 3.4475
C -3.4199 -0.5719 1.6311
Br -4.6695 -1.0248 0.3035
C -2.0842 -0.5355 1.2792
O -1.5666 -0.8083 0.0533
C -1.0882 -0.2616 2.2294
O 0.1648 -0.3723 1.7274
C -1.4235 0.0278 3.5384
Br -0.0389 0.3762 4.7539
C 2.0301 -6.6919 3.2769
Si 0.8668 -5.2601 2.9815
C 1.3550 -3.6873 3.9317
C -0.9517 -5.7079 3.2311
C 1.0848 -4.6314 1.1340
Te -0.4398 -3.1677 1.0689
C -1.6832 -4.0135 -0.4189
Si -1.1406 -3.7075 -2.2441
C -1.1105 -1.8359 -2.5925
C 0.6617 -4.2569 -2.3362
C -2.4050 -4.5835 -3.2958
H 1.9959 -6.9867 4.3286
H 3.0678 -6.4518 3.0410
H 1.7514 -7.5697 2.6911
H 0.8084 -3.5868 4.8707
H 1.1761 -2.7786 3.3485
H 2.4164 -3.7014 4.1872
H -1.1612 -5.8397 4.2939
H -1.2017 -6.6498 2.7391
H -1.6369 -4.9420 2.8611
H 0.9623 -5.3809 0.3561
H 2.0649 -4.1606 1.0670
H -2.6745 -3.5830 -0.2498
H -1.7476 -5.0825 -0.2011
H -0.1011 -1.3954 -2.4930
H -1.8422 -1.2667 -2.0157
H -1.3740 -1.6916 -3.6440
H 1.2535 -3.7737 -1.5540
H 1.0946 -3.9892 -3.3031
H 0.7769 -5.3370 -2.2279
H -3.3866 -4.1151 -3.1977
H -2.5134 -5.6356 -3.0280
H -2.1328 -4.5463 -4.3530


66
Properties=species:S:1:pos:R:3 method="wB97M-V/def2-TZVPD" de_lowest_kcal_mol=31.4 gap_ev=6.63 mol_weight_da=799.0 homo_ha=-0.3073 total_energy_ev=-145924.7675
Os 0.0557 0.0877 0.4091
O 0.4683 -0.2523 3.2879
C 1.8127 0.0456 3.5438
C 2.7257 -0.2312 2.3677
C 4.0822 -0.4050 2.6165
C 4.9397 -0.7179 1.5837
C 4.4134 -0.8608 0.3109
C 3.0633 -0.6572 0.1330
N 2.2225 -0.3271 1.1308
H 0.3984 -1.2060 3.1310
H 2.1854 -0.5387 4.3909
H 1.8746 1.1007 3.8194
H 4.4439 -0.3158 3.6330
H 5.9962 -0.8625 1.7678
H 5.0309 -1.1238 -0.5361
H 2.6211 -0.7531 -0.8472
S -1.4034 0.9060 -1.0598
C -2.9727 0.4805 -0.5609
C -4.0946 0.9810 -1.2967
N -4.9918 1.4013 -1.8789
C -3.0829 -0.2910 0.5629
S -1.6658 -0.7655 1.3951
C -4.3418 -0.7283 1.0912
N -5.3433 -1.0893 1.5250
C -1.6323 2.6507 2.2668
Si -0.2601 3.3402 1.1907
C 0.9156 4.2555 2.3290
C -1.0850 4.5872 0.0734
C 0.8347 2.0493 0.3168
Si 1.5728 2.3620 -1.4062
C 1.4990 0.8881 -2.5982
C 0.8809 3.8002 -2.3701
C 3.3833 2.7229 -1.0873
H -1.7057 3.2596 3.1728
H -1.4777 1.6229 2.5868
H -2.5961 2.7066 1.7530
H 0.4356 5.1372 2.7623
H 1.8104 4.5900 1.7965
H 1.2366 3.6149 3.1556
H -1.7381 5.1929 0.7090
H -1.7092 4.1219 -0.6924
H -0.3835 5.2582 -0.4205
H 1.7310 2.0476 0.9516
H 0.8014 1.1006 -3.4111
H 1.1846 -0.0697 -2.1778
H 2.4902 0.7443 -3.0387
H -0.1944 3.7185 -2.5352
H 1.3713 3.8109 -3.3482
H 1.0804 4.7573 -1.8872
H 3.8856 1.8890 -0.5902
H 3.5042 3.6077 -0.4561
H 3.9033 2.9137 -2.0307
Br 2.5986 -7.7117 -2.7041
C 2.0168 -6.1821 -1.7593
C 1.7839 -5.0048 -2.4526
C 1.3558 -3.8877 -1.7528
C 1.1679 -3.9490 -0.3755
C 1.4066 -5.1400 0.3002
C 1.8305 -6.2640 -0.3881
C 0.7397 -2.7492 0.4119
O 0.6719 -2.7725 1.6281
O 0.4725 -1.7052 -0.3492
H 1.9298 -4.9676 -3.5230
H 1.1598 -2.9618 -2.2759
H 1.2524 -5.1736 1.3703
H 2.0137 -7.1947 0.1302